14
Properties=species:S:1:pos:R:3:nbo_charge:R:1 method="wB97M-V/def2-TZVPD" lumo_ev=0.5 fmax_ev_per_a=2.16 e_homo_ev=-8.68 e_above_lowest_kcal_mol=128.5 gap_ev=9.20 total_energy_ha=-775.93538
C -3.370 -0.339 0.298 -0.4255
C -1.056 -0.950 -0.210 0.2221
C 1.891 0.669 -0.318 0.0393
H -3.462 -0.139 1.402 0.2033
H -4.185 0.212 -0.241 0.2162
H -3.460 -1.465 0.224 0.2101
H -1.254 1.695 -0.374 0.4795
H -1.458 -1.930 -0.220 0.1956
H 2.001 1.698 -0.731 0.1871
N -2.023 0.065 -0.163 -0.1724
N 0.191 -0.901 -0.366 -0.1829
O -1.667 1.290 0.373 -0.5359
O 0.640 0.391 -0.562 -0.3826
S 3.004 -0.247 0.408 -0.0538



29
Properties=species:S:1:pos:R:3:nbo_charge:R:1 method="wB97M-V/def2-TZVPD" lumo_ev=0.4 fmax_ev_per_a=4.90 e_homo_ev=-7.48 e_above_lowest_kcal_mol=139.4 gap_ev=7.88 smiles="C=C=[Si](C)C=C.Cc1ccccc1" total_energy_ha=-756.14954
C -2.560 0.706 1.420 -0.1762
C -2.359 1.601 0.446 -0.2474
C -2.636 -0.640 1.177 -0.2188
C -2.265 1.208 -0.850 -0.1958
C -2.469 -1.047 -0.133 0.0094
C -2.412 -0.149 -1.142 -0.2223
C 1.646 -2.254 -0.007 -0.4234
C 4.248 0.778 1.356 -0.3267
C 1.966 -1.094 -0.549 -0.6346
C 3.504 1.497 0.574 -0.6381
C -2.237 -2.505 -0.362 -0.6396
C 1.012 1.966 -1.227 -1.1253
Si 1.974 0.661 -0.285 1.3924
H -2.634 0.983 2.497 0.2044
H -2.478 2.645 0.764 0.2131
H -2.562 -1.322 1.940 0.2044
H -2.482 1.819 -1.588 0.2022
H 2.163 -3.185 -0.475 0.1986
H 0.760 -2.277 0.569 0.2034
H 5.126 1.065 1.862 0.1900
H 4.027 -0.363 1.522 0.1895
H -2.349 -0.495 -2.151 0.2063
H 3.864 2.505 0.425 0.2221
H -1.854 -3.180 0.475 0.2197
H -3.228 -2.867 -0.595 0.2213
H -1.603 -2.548 -1.218 0.2202
H 1.342 2.964 -1.344 0.2462
H 0.711 1.655 -2.150 0.2464
H 0.078 2.153 -0.739 0.2586



52
Properties=species:S:1:pos:R:3:nbo_charge:R:1 method="wB97M-V/def2-TZVPD" lumo_ev=-2.5 fmax_ev_per_a=5.59 e_homo_ev=-12.62 e_above_lowest_kcal_mol=77.8 gap_ev=10.14 charge=+1 total_energy_ha=-1164.40103
C 0.297 -0.861 3.204 -0.6707
C 0.833 0.317 2.329 -0.4277
C 1.291 -0.076 0.844 -0.2432
N 0.928 0.959 -0.149 -0.5494
C 0.867 0.555 -1.422 0.6929
N 1.510 -0.496 -1.945 -0.7972
N 0.142 1.341 -2.306 -0.8064
H 0.707 -1.904 2.777 0.2318
H -0.693 -0.661 3.616 0.2270
H 0.583 -1.126 4.265 0.2372
H 0.106 1.194 2.354 0.2088
H 1.594 0.832 2.868 0.2295
H 2.394 -0.217 0.898 0.2136
H 0.872 -1.002 0.456 0.2343
H 0.491 1.813 0.048 0.4245
H 2.039 -1.161 -1.333 0.4676
H 1.149 -0.878 -2.834 0.4403
H 0.446 1.321 -3.254 0.4095
H -0.698 1.758 -2.028 0.4149
H 1.114 4.004 1.340 0.4823
H 2.378 3.995 2.143 0.4853
O 1.644 3.357 1.834 -0.9646
H -2.004 3.131 2.786 0.5144
H -3.252 2.659 1.747 0.4993
O -2.364 2.492 2.066 -1.0045
H -2.790 -0.495 -1.371 0.5141
H -2.073 -1.024 -0.204 0.4689
O -1.963 -0.297 -0.729 -0.9535
H -2.522 -1.924 2.219 0.5138
H -2.410 -3.410 2.650 0.4711
O -1.873 -2.725 2.367 -0.9954
H -1.375 4.804 -0.492 0.4879
H -1.045 3.580 0.455 0.4862
O -0.690 4.306 -0.095 -0.9741
H 2.899 0.933 -2.920 0.4596
H 3.497 1.735 -1.865 0.4607
O 3.347 1.788 -2.840 -0.9225
H -0.069 -4.097 0.396 0.4634
H -0.600 -3.129 1.244 0.5023
O -0.094 -3.105 0.349 -0.9940
H -2.597 -3.073 -3.017 0.5007
H -3.043 -3.089 -1.441 0.4957
O -2.739 -2.572 -2.231 -0.9868
H -0.788 -1.869 -1.826 0.4995
H -0.632 -3.443 -2.000 0.4768
O -0.128 -2.610 -2.159 -0.9843
H -2.587 -0.053 0.984 0.4903
H -2.801 0.280 2.433 0.4994
O -3.074 -0.382 1.799 -0.9686
H 3.876 -2.215 -1.333 0.4864
H 4.533 -0.924 -1.408 0.5058
O 3.621 -1.327 -1.270 -0.9531



63
Properties=species:S:1:pos:R:3:nbo_charge:R:1 method="wB97M-V/def2-TZVPD" lumo_ev=-3.2 fmax_ev_per_a=1.82 e_homo_ev=-9.44 gap_ev=6.28 charge=+1 total_energy_ha=-1848.38480
C 4.902 5.727 1.412 -0.6421
C 3.595 6.116 0.670 -0.1807
Cl 3.985 6.838 -0.948 -0.0452
C 2.578 4.944 0.439 -0.2429
Cl 2.711 3.600 1.613 -0.0042
C 1.164 5.543 0.624 0.1487
C 0.638 6.548 -0.140 -0.0818
N -0.623 6.760 0.416 -0.4460
C -0.825 5.938 1.416 0.2613
N 0.254 5.167 1.593 -0.4682
H 5.714 6.312 0.948 0.2483
H 5.167 4.667 1.343 0.2385
H 4.831 6.095 2.447 0.2347
H 3.075 6.900 1.237 0.2199
H 2.616 4.624 -0.612 0.2700
H 1.132 7.046 -0.970 0.2861
H -1.258 7.474 0.074 0.4629
H -1.702 5.849 2.056 0.2599
H 0.384 4.461 2.310 0.4776
C -0.605 -2.501 1.389 -0.6170
C 0.496 -1.460 1.522 -0.2120
N 0.785 -1.100 2.900 -0.4553
C 1.598 0.094 3.028 -0.1992
C 3.023 0.061 2.466 -0.6318
C 1.141 -2.201 3.784 -0.2186
C 2.337 -3.074 3.395 -0.6378
H -1.506 -2.189 1.919 0.2124
H -0.863 -2.632 0.336 0.2128
H -0.294 -3.474 1.772 0.2082
H 0.162 -0.561 0.994 0.1857
H 1.392 -1.815 0.992 0.1623
H 1.641 0.386 4.082 0.1929
H 1.060 0.914 2.532 0.1658
H 3.690 -0.534 3.089 0.2116
H 3.431 1.075 2.445 0.1930
H 3.058 -0.324 1.446 0.2095
H 0.268 -2.851 3.884 0.1971
H 1.301 -1.810 4.793 0.1976
H 2.305 -3.382 2.349 0.2049
H 2.335 -3.984 4.000 0.2196
H 3.287 -2.575 3.581 0.2009
C -5.082 -4.453 -4.479 -0.6161
C -3.983 -3.408 -4.353 -0.2136
N -3.690 -3.044 -2.977 -0.4536
C -2.878 -1.845 -2.854 -0.2029
C -1.455 -1.878 -3.421 -0.6349
C -3.326 -4.140 -2.093 -0.2166
C -2.128 -5.009 -2.487 -0.6378
H -5.981 -4.142 -3.945 0.2124
H -5.345 -4.587 -5.529 0.2154
H -4.767 -5.425 -4.094 0.2028
H -4.323 -2.511 -4.880 0.1948
H -3.089 -3.761 -4.886 0.1592
H -2.833 -1.552 -1.800 0.1858
H -3.418 -1.029 -3.348 0.1862
H -0.785 -2.472 -2.800 0.1992
H -1.048 -0.864 -3.446 0.2028
H -1.425 -2.265 -4.440 0.2099
H -4.196 -4.795 -1.987 0.1956
H -3.162 -3.749 -1.085 0.1929
H -2.164 -5.319 -3.533 0.2066
H -2.123 -5.918 -1.882 0.2146
H -1.179 -4.505 -2.307 0.1980



6
Properties=species:S:1:pos:R:3:nbo_charge:R:1 method="wB97M-V/def2-TZVPD" lumo_ev=-1.2 fmax_ev_per_a=3.46 e_homo_ev=-9.48 e_above_lowest_kcal_mol=13.3 gap_ev=8.30 total_energy_ha=-575.20174
C -0.042 0.373 -1.470 0.4825
N -1.761 -0.021 0.466 -0.0685
N -0.808 -0.312 0.986 0.2320
N 0.182 -0.568 1.576 -0.4999
O 0.371 0.950 -2.367 -0.4982
I 2.059 -0.422 0.809 0.3521



23
Properties=species:S:1:pos:R:3:nbo_charge:R:1 method="wB97M-V/def2-TZVPD" lumo_ev=0.1 fmax_ev_per_a=5.00 e_homo_ev=-9.34 e_above_lowest_kcal_mol=51.8 gap_ev=9.46 total_energy_ha=-1349.02295
C 4.021 0.368 0.390 -0.2948
C 2.902 -0.156 0.860 -0.4727
C -2.233 -1.830 0.695 -0.6280
C -0.744 2.343 -0.830 -0.7840
C -2.110 -1.366 -0.768 -0.2221
N -1.559 -0.048 -0.833 -0.8922
O 1.480 0.261 -1.353 -0.9391
O 0.797 -1.674 -0.073 -0.9026
O -1.913 1.367 1.316 -0.9100
O 0.405 0.583 0.920 -0.9013
S 1.336 -0.365 -0.029 2.3162
S -1.102 0.915 0.246 2.1728
H 4.959 0.516 0.934 0.2289
H 4.051 0.467 -0.633 0.2197
H 2.674 -0.401 1.963 0.2413
H -2.798 -2.681 0.706 0.2117
H -1.158 -1.753 1.167 0.2255
H -2.862 -0.962 1.029 0.2109
H 0.036 2.084 -1.497 0.2631
H -1.640 2.553 -1.211 0.2364
H -0.222 3.047 -0.333 0.2227
H -1.422 -1.986 -1.196 0.1921
H -2.897 -1.280 -1.471 0.2056



53
Properties=species:S:1:pos:R:3:mulliken_spin:R:1 method="wB97M-V/def2-TZVPD" lumo_ev="-7.1 / -7.6" fmax_ev_per_a=8.59 spin_multiplicity=2 e_homo_ev="-13.88 / -14.77" gap_ev="6.81 / 7.19" charge=+2 total_energy_ha=-1792.27816
C -1.506 -0.043 2.121 0.2523
H -1.972 0.730 2.711 -0.0093
H -2.191 -0.267 1.242 0.0184
H -0.195 0.646 1.838 0.0493
C -1.117 -1.286 2.943 0.0119
H -0.962 -2.149 2.279 -0.0036
H -0.143 -1.110 3.427 0.0035
C -2.155 -1.631 4.009 0.0186
H -1.874 -2.547 4.531 0.0016
H -2.237 -0.830 4.751 0.0002
H -3.143 -1.780 3.561 -0.0033
C 0.096 -0.281 -2.025 0.0357
C -0.244 -1.466 -1.298 -0.0280
C -1.609 -1.343 -0.864 0.1209
C -2.084 -0.034 -1.267 0.0943
C -1.014 0.614 -1.974 -0.0034
C -1.106 1.914 -2.681 0.0048
C -3.478 0.468 -1.150 -0.0048
C -2.449 -2.436 -0.300 -0.0025
C 0.562 -2.714 -1.272 0.0041
C 1.329 -0.074 -2.824 -0.0033
Ti -0.575 0.257 0.459 0.4008
H -3.517 1.559 -1.252 -0.0001
H -4.120 0.043 -1.938 0.0030
H -3.937 0.204 -0.188 0.0030
H -1.909 2.535 -2.268 -0.0011
H -0.169 2.482 -2.605 -0.0013
H -1.314 1.770 -3.753 -0.0021
H 2.170 -0.670 -2.448 0.0015
H 1.171 -0.361 -3.877 0.0080
H 1.640 0.981 -2.824 0.0008
H 0.221 -3.399 -0.484 -0.0025
H 0.484 -3.257 -2.228 -0.0022
H 1.627 -2.507 -1.099 0.0002
H -3.095 -2.095 0.521 0.0052
H -3.119 -2.855 -1.068 0.0048
H -1.837 -3.262 0.081 -0.0008
C 2.243 4.015 0.231 -0.0004
N 2.498 2.568 0.334 -0.0007
C 3.782 2.068 0.425 0.0000
C 3.976 0.713 0.526 0.0013
C 2.874 -0.145 0.614 0.0156
N 1.630 0.383 0.539 0.0376
C 1.484 1.709 0.325 -0.0309
O 0.244 2.111 0.158 0.0008
N 2.965 -1.483 0.729 0.0015
H 1.172 4.172 0.092 0.0002
H 2.798 4.419 -0.620 0.0001
H 2.575 4.513 1.148 -0.0001
H 4.559 2.825 0.397 -0.0004
H 4.975 0.296 0.567 -0.0001
H 3.862 -1.929 0.807 -0.0002
H 2.133 -2.037 0.943 0.0009



79
Properties=species:S:1:pos:R:3:lowdin_charge:R:1 method="wB97M-V/def2-TZVPD" lumo_ev=-2.8 fmax_ev_per_a=0.95 e_homo_ev=-10.19 gap_ev=7.36 charge=+1 total_energy_ha=-1387.30836
C 3.062 1.853 1.024 -0.0921
C 2.223 2.452 -0.098 -0.2785
C 2.017 3.964 0.024 -0.2153
C 0.876 4.507 -0.849 -0.1980
C -0.440 4.807 -0.107 -0.1820
C -0.884 3.768 0.943 -0.1560
C -2.128 2.981 0.554 -0.1069
N -1.813 1.969 -0.469 -0.0206
C -1.358 0.692 -0.221 -0.0229
C -1.109 0.102 -1.396 -0.0343
N -1.408 1.039 -2.363 0.1322
C -1.823 2.153 -1.779 -0.0427
H 4.048 2.318 1.072 0.0875
H 2.560 1.938 1.991 0.0772
H 3.228 0.788 0.839 0.0535
H 2.692 2.238 -1.066 0.1093
H 1.243 1.955 -0.126 0.0753
H 2.945 4.472 -0.248 0.1179
H 1.837 4.209 1.078 0.1150
H 0.687 3.790 -1.661 0.0967
H 1.198 5.425 -1.345 0.1113
H -1.237 4.915 -0.856 0.0980
H -0.368 5.787 0.369 0.1169
H -0.086 3.045 1.121 0.0972
H -1.089 4.249 1.902 0.1264
H -2.550 2.436 1.399 0.1255
H -2.906 3.620 0.134 0.1381
H -1.270 0.294 0.778 0.1555
H -0.765 -0.896 -1.611 0.1444
H -1.339 0.913 -3.362 0.1838
H -2.128 3.060 -2.275 0.1714
C 5.165 -0.414 -1.527 -0.1175
O 5.567 -0.652 -0.195 -0.2001
C 4.848 -1.690 0.460 -0.2315
C 5.726 -2.890 0.728 -0.2183
N 6.096 -3.550 -0.513 -0.0523
C 7.020 -4.669 -0.362 -0.1998
C 8.411 -4.368 0.177 -0.2268
O 9.189 -3.563 -0.686 -0.1755
C 9.101 -2.169 -0.474 -0.1035
H 5.709 0.460 -1.881 0.0908
H 5.393 -1.263 -2.178 0.0835
H 4.088 -0.208 -1.585 0.0741
H 3.982 -1.985 -0.142 0.1195
H 4.488 -1.292 1.413 0.1149
H 5.167 -3.599 1.347 0.1258
H 6.589 -2.549 1.318 0.1113
H 6.506 -2.868 -1.139 0.0779
H 7.135 -5.138 -1.341 0.1198
H 6.553 -5.412 0.294 0.1183
H 8.942 -5.319 0.273 0.1233
H 8.376 -3.915 1.176 0.1108
H 8.960 -1.935 0.586 0.0878
H 8.286 -1.709 -1.043 0.0714
H 10.039 -1.727 -0.808 0.0890
C -4.358 -1.345 -1.002 -0.1087
O -4.617 -0.994 0.340 -0.1882
C -5.084 0.335 0.526 -0.2305
C -6.524 0.363 0.983 -0.2172
N -7.402 -0.105 -0.074 -0.0504
C -8.815 -0.180 0.288 -0.1953
C -9.209 -1.162 1.383 -0.2250
O -9.002 -2.513 1.027 -0.1731
C -7.748 -3.059 1.375 -0.1036
H -3.923 -2.343 -0.998 0.0964
H -5.260 -1.352 -1.620 0.0902
H -3.641 -0.641 -1.441 0.0550
H -4.985 0.899 -0.411 0.1175
H -4.456 0.808 1.290 0.1081
H -6.787 1.398 1.224 0.1274
H -6.596 -0.219 1.912 0.1138
H -7.094 -1.020 -0.379 0.0799
H -9.372 -0.441 -0.613 0.1215
H -9.144 0.820 0.588 0.1194
H -10.282 -1.048 1.556 0.1250
H -8.704 -0.946 2.333 0.1116
H -7.373 -2.632 2.310 0.0877
H -6.994 -2.908 0.594 0.0711
H -7.883 -4.131 1.511 0.0905